Record 1
A 3-piece molecular cluster, C26H58FNO12P2 overall. Source: the Open Molecules 2025 dataset; level of theory: ωB97M-V/def2-TZVPD.

The geometry in XYZ format:
```
100
Properties=species:S:1:pos:R:3:forces:R:3:lowdin_charge:R:1
C -4.36872 0.06345 -2.60642 0.344 -0.268 -0.155 -0.11
C -2.87076 0.40253 -2.66384 -0.840 0.195 -0.840 -0.23
C -2.18101 -0.50847 -3.69045 -0.102 -0.367 0.931 -0.10
C -0.76910 -0.99179 -3.34463 0.065 -1.415 -0.456 -0.45
C -0.59141 -2.37472 -4.03757 0.283 0.810 -0.960 -0.13
N 0.79847 -2.70410 -4.37774 -0.567 -0.810 0.170 -0.11
C 0.98762 -2.82936 -5.82908 0.178 0.404 0.417 -0.12
O -0.65712 -1.17927 -1.96482 0.156 0.862 -0.149 -0.06
C 0.65596 -1.31859 -1.45690 -0.040 -0.580 0.911 -0.15
C 0.52186 -1.47804 0.05239 0.211 0.624 -0.620 -0.20
O -0.39166 -2.49409 0.38684 0.168 -0.035 0.360 -0.16
C -1.41133 -2.03785 1.26455 0.215 -0.101 0.004 -0.25
C -0.90134 -1.57248 2.63575 -0.479 0.478 0.046 -0.07
O 0.26892 -0.18213 -3.92937 -0.248 0.739 0.587 0.07
C 0.07828 1.15908 -4.05621 -0.213 -0.090 -0.594 -0.41
O -0.03254 1.65013 -5.14912 0.186 -0.121 0.319 0.15
C 0.07289 2.10528 -2.86441 0.070 0.341 0.097 -0.23
F -0.09509 1.48751 -1.63490 0.000 -0.159 -0.045 0.00
C 1.32163 2.99282 -2.81878 -0.166 0.214 0.736 -0.16
C 2.47023 2.40654 -1.99900 0.086 0.124 -0.430 -0.08
H -4.83533 0.20726 -3.58303 -0.054 0.141 0.032 0.07
H -4.48137 -0.99876 -2.37641 -0.136 0.052 0.224 0.07
H -4.88965 0.66355 -1.86267 -0.081 -0.024 -0.009 0.07
H -2.45160 0.31247 -1.66750 0.293 0.086 -0.092 0.10
H -2.82068 1.42801 -3.03879 0.334 0.156 0.432 0.10
H -2.20216 -0.10176 -4.70106 0.147 0.115 0.018 0.14
H -2.77213 -1.42858 -3.74129 -0.001 -0.016 0.000 0.12
H -1.08531 -3.13123 -3.42842 0.083 0.047 0.159 0.14
H -1.14990 -2.28963 -4.97730 -0.126 -0.164 0.054 0.12
H 0.95787 -3.62759 -3.99206 0.319 0.099 0.148 0.10
H 2.05361 -2.94551 -6.02024 -0.027 -0.098 -0.171 0.08
H 0.42790 -3.66451 -6.26461 0.007 0.016 -0.089 0.08
H 0.66014 -1.89689 -6.28690 0.053 -0.022 -0.122 0.08
H 1.17286 -2.19638 -1.85060 -0.093 0.076 -0.335 0.13
H 1.25277 -0.42006 -1.60814 0.084 -0.085 -0.329 0.11
H 0.22469 -0.49691 0.43931 -0.243 -0.128 0.164 0.12
H 1.52906 -1.66933 0.44222 -0.080 -0.197 0.143 0.13
H -1.95044 -1.23575 0.75143 -0.101 0.015 0.093 0.11
H -2.08791 -2.87814 1.41346 -0.062 -0.010 -0.227 0.11
H -1.38300 -0.62371 2.88446 0.058 0.015 0.067 0.07
H -1.17824 -2.25751 3.43570 0.225 -0.178 -0.054 0.06
H 0.16980 -1.38320 2.65566 0.050 -0.180 -0.051 0.07
H -0.79477 2.75326 -2.98929 -0.075 -0.102 -0.202 0.15
H 1.61499 3.26515 -3.83052 0.019 -0.078 -0.032 0.12
H 1.02021 3.91220 -2.31042 -0.014 0.086 -0.144 0.10
H 2.14067 2.09784 -1.00973 -0.085 -0.148 -0.051 0.07
H 3.21193 3.18962 -1.84175 0.112 -0.069 -0.112 0.07
H 2.93984 1.57350 -2.52423 0.066 -0.093 0.173 0.08
C 0.16342 -5.25030 1.91269 -0.117 -0.211 0.055 -0.07
C 0.40678 -5.35272 3.40386 0.230 0.414 -0.210 -0.26
O -0.39931 -6.36914 4.01076 -0.065 -0.208 -0.438 -0.18
P 0.03015 -7.90678 3.92505 -0.957 0.921 4.239 0.44
O 1.48754 -8.06367 3.94566 -0.086 -0.690 -2.114 -0.21
O -0.48207 -8.38924 5.39391 -0.137 0.165 -0.388 -0.21
C 0.25023 -9.37254 6.12847 0.084 -0.107 0.193 -0.29
C 0.94099 -8.73392 7.31336 -0.042 0.179 0.038 -0.08
O -1.13213 -8.56069 3.08534 1.155 -0.325 -1.249 -0.18
C -2.50939 -8.24650 3.38211 -0.425 0.083 -0.071 -0.25
C -3.14858 -7.58132 2.18293 0.101 -0.108 -0.187 -0.06
H 0.33764 -6.21083 1.42090 0.108 0.018 0.021 0.08
H 0.81872 -4.50412 1.46786 -0.018 0.016 -0.009 0.08
H -0.86578 -4.95679 1.70552 0.007 0.038 -0.004 0.06
H 1.46388 -5.52311 3.61238 -0.050 -0.232 0.056 0.11
H 0.13234 -4.41723 3.89165 -0.098 -0.075 0.074 0.11
H 0.97423 -9.87821 5.48948 0.013 0.087 -0.060 0.11
H -0.47121 -10.11857 6.46849 -0.042 0.030 -0.035 0.12
H 1.59674 -7.92758 6.98499 0.063 -0.074 -0.070 0.08
H 1.53403 -9.46865 7.85997 -0.020 -0.019 -0.011 0.08
H 0.20587 -8.30123 7.99345 -0.008 -0.043 0.016 0.07
H -2.59187 -7.62028 4.26650 0.243 0.051 0.023 0.11
H -3.00071 -9.19257 3.60614 0.108 -0.054 0.022 0.12
H -2.49701 -6.80543 1.78256 -0.029 0.091 0.117 0.06
H -4.10303 -7.13375 2.46076 -0.006 -0.020 0.021 0.08
H -3.32442 -8.30281 1.38458 0.005 0.003 0.003 0.08
C 4.25289 9.23568 -0.83156 -0.150 0.126 0.027 -0.08
C 3.78736 8.22309 0.19565 0.496 -0.057 -0.027 -0.27
O 2.41233 8.40464 0.53898 -0.222 0.378 -0.457 -0.19
P 1.24903 7.84163 -0.41289 -0.446 -1.607 4.832 0.45
O 1.67507 6.56380 -0.99651 0.250 1.014 -2.706 -0.22
O 0.18892 7.34245 0.71976 0.019 0.366 -0.083 -0.21
C -0.65000 6.22500 0.37746 -0.276 -0.006 -0.044 -0.29
C -0.17402 4.91731 0.97161 0.302 0.204 0.230 -0.07
O 0.51064 9.15516 -0.86161 0.428 -0.433 -1.748 -0.18
C 0.17346 10.16932 0.11319 -0.094 0.425 0.224 -0.25
C 0.89093 11.45690 -0.22418 0.006 -0.002 -0.264 -0.06
H 3.63452 9.19594 -1.73119 0.064 -0.085 -0.033 0.08
H 5.28861 9.04380 -1.11241 -0.008 -0.033 -0.011 0.08
H 4.19064 10.24913 -0.43282 0.010 -0.005 0.020 0.07
H 3.96532 7.20641 -0.15704 -0.218 -0.022 -0.040 0.11
H 4.34977 8.34455 1.12123 -0.118 0.030 0.060 0.12
H -0.70303 6.09599 -0.70508 -0.019 0.173 -0.024 0.10
H -1.64602 6.49647 0.73050 -0.008 -0.105 0.049 0.12
H 0.84676 4.72510 0.64120 -0.046 -0.088 -0.088 0.07
H -0.82008 4.10246 0.64118 0.007 -0.005 0.011 0.08
H -0.16305 4.94543 2.06209 -0.106 0.030 0.000 0.08
H 0.40887 9.84215 1.12240 0.133 -0.218 -0.072 0.11
H -0.90596 10.30283 0.05755 -0.012 -0.122 -0.068 0.12
H 1.93799 11.26405 -0.45378 0.034 -0.026 0.152 0.06
H 0.83462 12.15260 0.61291 -0.027 -0.014 0.012 0.08
H 0.44771 11.93220 -1.09955 0.002 -0.004 0.004 0.08
```
Positions in Å, forces in eV/Å.

Summary:
SMILES: CCC[C@](CNC)(OCCOCC)OC(=O)[C@@H](F)CC.CCOP(=O)(OCC)OCC.CCOP(=O)(OCC)OCC
Kohn-Sham gap (eV): 9.43
Energy relative to the best compared isomer or geometry (same formula, charge and spin) (kJ/mol): 0.0
Energy (a.u.): -2765.7887

Record 2
A 4-piece molecular cluster, C26H59ClN4O8P overall. Source: the Open Molecules 2025 dataset; level of theory: ωB97M-V/def2-TZVPD.

The geometry in XYZ format:
```
99
Properties=species:S:1:pos:R:3:forces:R:3:lowdin_charge:R:1
C 3.28287 1.18380 0.46394 0.063 -0.094 -0.096 -0.10
O 2.71788 1.69057 -0.72790 0.067 -0.071 -0.221 -0.18
C 1.34192 1.40898 -0.81708 0.392 0.255 0.106 -0.28
C 0.69302 2.25278 -1.89159 0.158 -0.408 0.094 -0.17
C -0.78583 2.46864 -1.58976 0.208 0.388 -0.146 -0.21
C -1.62019 2.78890 -2.81991 0.234 -0.222 -0.255 -0.18
C -1.94784 1.60714 -3.77241 -0.147 0.176 0.504 -0.17
C -1.63598 0.20483 -3.25721 -0.349 -0.260 -0.286 -0.22
C -2.73241 -0.34382 -2.34804 0.478 -0.293 -0.399 -0.16
C -2.53295 -1.81377 -1.96147 -0.293 0.322 0.022 -0.16
N -1.14105 -2.16987 -1.65617 0.765 -0.180 0.333 -0.13
P -0.63266 -1.83018 -0.03450 -0.277 0.280 0.883 0.76
O -1.63119 -2.23347 0.95776 -0.465 -0.274 -0.097 -0.37
C -0.30815 -2.72581 -2.53884 -0.317 -0.079 -0.609 -0.35
N 0.98489 -3.01106 -2.33395 0.126 -0.213 -0.233 0.20
C 1.42245 -3.58206 -3.45340 -0.648 0.267 0.585 -0.28
C 2.79532 -4.07091 -3.68736 0.197 0.393 -0.479 -0.13
C 3.81017 -2.99128 -4.10584 0.308 0.063 0.093 -0.71
C 5.23071 -3.55310 -4.03269 -0.504 0.308 -0.007 -0.11
Cl 3.72160 -1.50682 -3.11034 -0.203 0.036 0.038 0.65
N 0.43032 -3.67037 -4.35531 0.995 -0.033 0.277 0.15
N -0.66944 -3.10721 -3.79341 -0.200 0.184 0.482 0.16
H 3.14750 1.88212 1.28448 -0.099 0.112 0.230 0.09
H 4.34406 1.02388 0.32100 0.198 0.120 -0.130 0.09
H 2.83926 0.22329 0.72669 -0.104 -0.189 0.096 0.08
H 0.87077 1.61663 0.14874 -0.142 -0.002 0.170 0.12
H 1.21652 0.34248 -1.04026 -0.063 -0.194 0.032 0.09
H 1.23057 3.19298 -1.91313 0.000 0.293 -0.127 0.13
H 0.84420 1.77119 -2.85611 0.003 0.034 -0.211 0.11
H -0.83972 3.32670 -0.92623 -0.137 0.085 0.258 0.12
H -1.17677 1.63266 -1.01631 -0.213 -0.246 0.014 0.08
H -2.52851 3.29914 -2.52661 -0.296 -0.034 0.131 0.11
H -1.05477 3.52340 -3.38599 0.048 0.217 -0.132 0.11
H -3.01762 1.62782 -3.95945 -0.224 0.033 -0.180 0.10
H -1.48926 1.75542 -4.74208 0.293 0.034 -0.123 0.11
H -0.65546 0.12865 -2.80076 0.244 0.135 0.164 0.09
H -1.61251 -0.45382 -4.12941 0.132 -0.091 -0.186 0.10
H -2.87023 0.26861 -1.46479 -0.091 0.131 0.172 0.12
H -3.64027 -0.31367 -2.93938 -0.474 0.154 0.234 0.11
H -3.11287 -2.03781 -1.07463 -0.073 -0.130 0.223 0.11
H -2.92089 -2.48082 -2.72531 0.098 -0.161 -0.236 0.12
H -0.43391 -0.44362 -0.03504 0.145 -0.097 -0.267 0.02
H 0.61183 -2.43754 0.13910 0.128 0.060 -0.533 0.04
H 2.76415 -4.76006 -4.52668 0.083 -0.363 -0.005 0.13
H 3.17663 -4.58481 -2.81483 -0.163 -0.102 0.298 0.14
H 3.59629 -2.65755 -5.11252 -0.180 0.027 -0.199 0.09
H 5.84344 -3.09444 -4.79469 0.219 -0.012 -0.191 0.08
H 5.20902 -4.62985 -4.15051 0.193 -0.207 -0.126 0.08
H 5.65052 -3.29085 -3.07256 0.173 -0.194 0.287 0.07
H 0.48404 -4.05528 -5.28318 -0.349 0.073 -0.140 0.19
H -1.55849 -3.04432 -4.25694 -0.024 -0.034 -0.130 0.17
C 5.55659 3.95078 5.56115 0.050 -0.006 0.047 -0.11
O 6.90603 3.63171 5.27196 -0.099 0.018 -0.103 -0.19
C 7.07103 2.36672 4.65552 0.172 0.099 0.140 -0.21
C 7.26429 2.48787 3.16031 -0.147 -0.149 -0.130 -0.21
O 6.10768 2.99956 2.51360 0.008 0.058 0.070 -0.20
C 6.20252 4.38095 2.20790 -0.029 -0.024 -0.053 -0.11
H 5.51267 5.01295 5.79493 0.039 -0.003 0.030 0.09
H 4.90181 3.74878 4.71019 -0.002 -0.010 -0.008 0.08
H 5.20588 3.38432 6.43052 -0.047 -0.011 -0.024 0.09
H 6.21908 1.71619 4.87698 -0.037 -0.005 -0.032 0.12
H 7.96502 1.90742 5.08843 -0.011 -0.025 -0.016 0.13
H 7.45393 1.49157 2.74812 0.027 0.006 0.015 0.12
H 8.13383 3.11351 2.94001 0.015 0.031 0.033 0.13
H 6.85547 4.53914 1.34302 0.025 0.038 0.028 0.09
H 6.57953 4.95697 3.05501 0.012 -0.005 0.011 0.09
H 5.20249 4.73392 1.96027 -0.009 -0.041 -0.028 0.09
C -9.06805 1.37046 -0.43189 -0.068 0.025 -0.036 -0.10
O -9.16168 0.94591 -1.78226 0.136 -0.059 0.086 -0.19
C -8.18784 1.52641 -2.62964 -0.241 -0.050 -0.071 -0.21
C -7.04561 0.57378 -2.90380 0.211 0.116 0.026 -0.21
O -6.30193 0.27931 -1.72772 -0.019 -0.097 -0.031 -0.21
C -6.65032 -0.96441 -1.14437 0.068 0.043 0.039 -0.11
H -9.67915 0.69773 0.16672 -0.038 0.002 -0.035 0.09
H -8.03938 1.33428 -0.06630 0.014 0.007 -0.006 0.08
H -9.45507 2.38840 -0.32272 0.042 0.012 0.031 0.09
H -7.81049 2.46077 -2.20355 0.049 -0.004 0.022 0.13
H -8.67922 1.76454 -3.57798 0.031 0.018 -0.008 0.13
H -6.35794 1.04365 -3.61544 -0.023 0.003 -0.008 0.12
H -7.42295 -0.34768 -3.35741 -0.047 -0.015 0.011 0.13
H -6.22256 -1.79475 -1.72093 -0.062 -0.032 -0.008 0.08
H -7.73191 -1.09329 -1.08165 -0.008 -0.010 -0.019 0.09
H -6.23569 -0.98594 -0.13740 0.038 0.020 -0.014 0.09
C -1.24943 -2.54134 6.77413 -0.010 -0.061 -0.007 -0.11
O -0.67981 -3.12086 5.61249 0.022 0.136 0.014 -0.19
C -1.14004 -2.53782 4.40411 0.086 -0.285 0.013 -0.21
C -0.14266 -1.55067 3.84219 0.011 0.283 0.059 -0.22
O 0.02445 -0.42102 4.68585 0.044 -0.091 0.024 -0.19
C 1.18441 -0.48528 5.49625 -0.002 0.034 -0.014 -0.11
H -0.66348 -2.87401 7.62907 0.000 -0.047 -0.018 0.09
H -1.22822 -1.45020 6.73391 -0.007 0.009 -0.009 0.08
H -2.28325 -2.87844 6.90338 -0.014 0.050 0.012 0.09
H -2.10929 -2.05312 4.55158 -0.002 0.054 0.005 0.13
H -1.27736 -3.34690 3.68143 -0.028 0.030 -0.034 0.12
H -0.51856 -1.18764 2.88520 -0.060 0.013 -0.018 0.09
H 0.82214 -2.04141 3.66667 -0.003 -0.053 0.054 0.13
H 2.08191 -0.28023 4.90082 0.022 -0.042 0.025 0.08
H 1.28686 -1.45918 5.97936 0.003 -0.013 -0.011 0.08
H 1.09329 0.28013 6.26490 -0.018 0.035 -0.037 0.09
```
Positions in Å, forces in eV/Å.

Summary:
Kohn-Sham gap (eV): 7.51
Energy relative to the best compared isomer or geometry (same formula, charge and spin) (kJ/mol): 6.4
Charge: +1
Energy (a.u.): -2648.1768